ORCA calculation (ωB97M-V with the def2-TZVPD basis set) on a 2-piece molecular cluster, C11H22N2O9P overall at a distorted geometry.

Geometry as XYZ:
```
45
Properties=species:S:1:pos:R:3:forces:R:3
O -1.841167 2.150798 5.691233 0.00 -0.14 0.42
O 0.291507 -1.219868 0.334436 -0.72 0.42 0.59
O -4.683995 0.282145 2.326777 0.46 0.01 0.19
O 3.208416 -4.876447 -2.026695 -0.56 0.21 -0.65
O -0.068156 -0.343125 -1.638807 -0.56 0.74 -1.10
O 2.312286 -1.231165 -1.832751 0.71 -0.63 -0.23
O 4.868469 -1.218533 -2.582868 -0.24 -0.88 0.07
O 5.469295 -4.367543 -1.321209 0.96 1.10 0.51
O 3.522217 -3.170899 -0.203367 0.67 0.44 -0.54
C -1.725318 2.193690 4.476001 0.58 0.85 0.87
C -0.342315 -0.454330 -0.420097 1.04 -0.98 0.77
C -4.011677 1.130070 1.747957 -0.11 -0.75 1.26
N -4.559397 1.778688 0.712931 0.06 1.01 -0.96
N -2.522444 1.471692 3.693144 -1.13 -0.49 -1.51
C -0.682172 3.103284 3.858351 -0.14 -0.32 -0.03
C -3.991948 2.867955 -0.081430 0.12 -0.40 0.14
C 2.442853 -0.962485 -4.225414 0.09 -0.09 -0.15
C -1.471401 0.422187 0.146937 0.03 0.04 0.61
C 2.612088 -1.918867 -3.045852 -0.72 0.67 0.20
C -1.564073 0.412375 1.681794 -0.29 -0.14 -0.73
C 4.059596 -2.390248 -2.889692 0.42 1.01 1.07
C -2.574900 1.444349 2.222785 0.38 -0.20 0.03
P 4.042657 -3.734715 -1.598285 -1.61 -0.93 -0.64
H 1.350053 -0.919861 -1.789481 -0.22 -0.03 -0.05
H 4.360261 -0.666516 -1.947896 0.00 -0.69 -0.47
H 5.195395 -5.064101 -0.714322 0.48 -0.60 0.14
H 2.719928 -2.664908 -0.449608 -0.29 0.54 0.46
H -5.485023 1.458431 0.473424 0.09 -0.07 0.12
H -3.177802 0.868583 4.168730 -0.05 -0.03 0.00
H 0.009716 2.509724 3.265168 0.06 0.11 -0.23
H -1.168424 3.849979 3.236428 0.09 0.11 -0.21
H -0.132157 3.596734 4.657083 -0.15 -0.08 -0.01
H -3.616576 3.660730 0.567083 -0.01 0.03 -0.09
H -3.182281 2.494917 -0.709723 0.01 0.16 -0.02
H -4.763004 3.285832 -0.730159 0.01 -0.09 0.16
H 2.725761 -1.456513 -5.158820 -0.03 0.03 -0.06
H 1.398048 -0.645922 -4.300782 0.13 -0.08 0.10
H 3.065249 -0.072175 -4.098640 -0.05 -0.16 0.03
H -1.293249 1.452035 -0.170216 0.02 -0.01 -0.28
H -2.423653 0.092768 -0.273017 0.00 0.02 -0.22
H 1.937314 -2.774283 -3.181386 0.18 -0.04 0.05
H -1.852891 -0.584034 2.019197 0.10 0.05 0.13
H -0.578450 0.639978 2.087141 -0.05 -0.08 0.12
H 4.413458 -2.850647 -3.814879 0.16 0.14 0.10
H -2.292095 2.420237 1.838791 0.08 0.23 0.06
```
Positions in Å, forces in eV/Å.

Its charge is -1. The frontier orbital gap comes out at 8.07 eV. For the LUMO energy, the calculation gives 2.434 eV.

Here are the Mulliken charges for atoms 1 to 5, given in e:
1 O -0.699
2 O -0.732
3 O -0.718
4 O -0.716
5 O -0.886